# C36H47N4OP2PdS2Si2

C36H47N4OP2PdS2Si2 as an isolated structure (wB97M-V/def2-TZVPD, OMol25).

The geometry in XYZ format:
```
95
Properties=species:S:1:pos:R:3:forces:R:3
Pd 0.37316 1.05973 -0.10884 0.16 -0.13 -0.27
C -0.29627 2.84410 3.26110 0.05 -0.05 -0.10
Si -1.69059 1.79738 2.57595 -0.11 0.06 0.01
C -2.88340 2.81858 1.57493 0.07 -0.01 -0.02
C -2.65396 1.02828 3.99004 0.08 0.01 -0.05
N -1.04213 0.52571 1.55805 0.36 -0.05 0.09
P -0.66187 -0.94431 2.01929 -0.51 0.36 0.12
C 0.63916 -1.46003 1.01153 0.48 -0.71 0.12
P 1.34439 -2.07427 -0.45872 0.05 0.46 -0.03
N 1.17050 -0.83443 -1.40978 -0.10 -0.12 0.02
Si 1.46292 -0.55548 -3.10203 0.08 0.13 0.02
C 2.82931 -1.67538 -3.72164 -0.06 0.05 0.04
C -0.05045 -0.89779 -4.14151 0.02 0.00 0.07
C 1.99401 1.23724 -3.28673 -0.05 -0.07 0.01
C 0.41695 -3.55207 -0.89048 0.02 0.16 -0.05
C 0.78066 -4.82824 -0.46892 -0.08 -0.01 0.01
C -0.03624 -5.90630 -0.77506 0.07 0.02 0.05
C -1.21019 -5.70893 -1.48639 -0.02 0.01 -0.03
C -1.58037 -4.43455 -1.89473 -0.04 -0.02 -0.01
C -0.76901 -3.35323 -1.59970 0.04 -0.01 0.07
C 3.02786 -2.56445 -0.04361 -0.09 -0.01 0.10
C 3.61874 -2.03844 1.10507 -0.05 -0.05 -0.09
C 4.93623 -2.34304 1.40760 0.01 0.01 0.04
C 5.66812 -3.16734 0.56436 0.00 0.02 0.03
C 5.08339 -3.69461 -0.57817 0.00 -0.01 -0.02
C 3.76474 -3.39783 -0.88232 -0.03 0.02 -0.01
C -0.04677 -1.12434 3.70319 0.00 0.06 -0.12
C -0.69897 -1.86647 4.68093 -0.02 -0.03 -0.04
C -0.18502 -1.90509 5.96828 0.00 -0.02 0.03
C 0.97155 -1.20499 6.27552 0.04 0.03 -0.01
C 1.62015 -0.45632 5.30094 0.00 -0.01 0.01
C 1.11307 -0.41171 4.01448 -0.03 0.01 -0.03
C -1.96847 -2.15232 1.75208 0.12 0.06 -0.02
C -1.73879 -3.51239 1.96190 -0.05 0.02 -0.06
C -2.73833 -4.42359 1.67213 0.03 -0.02 0.02
C -3.95981 -3.98015 1.17860 -0.01 0.00 0.00
C -4.18399 -2.62951 0.96364 0.00 0.04 -0.01
C -3.18306 -1.70930 1.24252 0.02 -0.03 0.02
H -0.60127 3.88268 3.38615 -0.02 0.07 0.00
H 0.55776 2.82157 2.57773 -0.03 0.04 0.08
H 0.03171 2.47539 4.23369 0.04 -0.05 0.03
H -3.25779 3.64034 2.18659 -0.04 0.06 0.04
H -3.73880 2.21836 1.26338 -0.05 -0.03 -0.05
H -2.42090 3.24768 0.68729 0.00 0.00 -0.01
H -3.26118 1.79845 4.46626 -0.07 0.06 0.04
H -2.00386 0.60595 4.75576 0.01 -0.02 0.03
H -3.33053 0.24511 3.64079 -0.04 -0.02 0.01
H 2.51636 -2.72096 -3.71489 0.00 -0.07 -0.01
H 3.74145 -1.57966 -3.13209 0.04 0.01 0.02
H 3.06740 -1.41457 -4.75385 0.02 0.00 -0.07
H -0.29587 -1.96052 -4.14306 -0.03 -0.04 0.00
H 0.13904 -0.60652 -5.17604 0.01 0.03 -0.05
H -0.91681 -0.33782 -3.78861 -0.04 0.00 -0.02
H 3.06227 1.30775 -3.49509 0.06 0.00 0.01
H 1.79720 1.82328 -2.38475 -0.01 0.02 -0.01
H 1.46566 1.71714 -4.11107 -0.02 0.05 -0.04
H 1.68993 -4.97855 0.09724 0.04 -0.02 0.00
H 0.24425 -6.90078 -0.45860 0.02 -0.05 0.01
H -1.83894 -6.55536 -1.72594 -0.03 -0.02 0.00
H -2.50087 -4.28619 -2.44167 -0.03 0.01 -0.03
H -1.04448 -2.35159 -1.90846 -0.01 -0.03 0.00
H 3.03966 -1.39593 1.75649 0.03 0.03 0.05
H 5.38812 -1.94721 2.30785 0.01 0.00 0.01
H 6.69484 -3.40832 0.80299 0.03 -0.01 0.01
H 5.65618 -4.34129 -1.22781 0.00 -0.02 -0.03
H 3.31024 -3.81193 -1.77300 0.01 -0.03 -0.01
H -1.61195 -2.39754 4.44473 0.00 -0.01 0.01
H -0.69053 -2.47591 6.73488 -0.02 -0.02 0.00
H 1.37092 -1.23428 7.28006 -0.01 -0.01 0.03
H 2.51481 0.09620 5.55168 0.04 0.02 0.00
H 1.59580 0.18852 3.24902 0.02 0.00 0.03
H -0.78170 -3.85400 2.33873 0.01 -0.02 0.01
H -2.56761 -5.47962 1.82806 0.00 -0.03 0.01
H -4.74016 -4.69534 0.95936 -0.03 -0.03 -0.01
H -5.13393 -2.28950 0.57529 -0.03 0.00 -0.01
H -3.32576 -0.65061 1.06499 -0.03 0.00 -0.03
C -2.13083 4.07254 -3.26709 -0.14 -0.02 -0.14
O -1.16671 4.25774 -2.22294 0.08 -0.01 0.14
C -0.79140 3.22198 -1.51129 -0.08 0.20 -0.16
S 0.34124 3.51246 -0.28130 -0.04 -0.06 0.11
S -1.37562 1.65940 -1.75754 -0.01 -0.05 0.06
H -2.29099 5.05967 -3.68848 0.01 -0.02 0.01
H -3.05914 3.67667 -2.85609 0.02 0.01 0.00
H -1.74076 3.39058 -4.02209 0.01 0.01 0.02
C 4.54169 3.91373 0.93964 0.02 0.11 0.02
N 4.55163 2.46072 0.81506 -0.01 0.06 -0.01
C 5.83093 1.77894 0.68654 0.12 -0.07 -0.02
C 3.44489 1.78184 0.92994 0.01 -0.09 -0.06
N 2.46218 1.17442 1.02186 -0.31 -0.05 0.08
H 5.05437 4.22057 1.85320 -0.02 0.00 -0.01
H 3.51566 4.27236 0.96254 0.00 -0.01 0.00
H 5.04875 4.35285 0.07989 -0.01 0.00 0.01
H 6.43628 1.93687 1.58134 0.00 -0.01 -0.01
H 6.36634 2.17094 -0.17874 0.00 -0.01 0.00
H 5.66651 0.71220 0.54924 -0.01 0.02 -0.01
```
Positions in Å, forces in eV/Å.

Summary:
Multiplicity: 5
Charge: +1
Gap between HOMO and LUMO (spin up / spin down), eV: 8.258 / 6.812
E_LUMO (spin up / spin down), Ha: -0.0639 / -0.1485
Energy, eV: -105581.625
HOMO energy (spin up / spin down), Ha: -0.367 / -0.399
Maximum force, hartree/bohr: 0.017

=====

# C36H47N6O6SeSi2W

C36H47N6O6SeSi2W as an isolated structure in a non-equilibrium geometry (wB97M-V/def2-TZVPD, OMol25).

The geometry in XYZ format:
```
99
Properties=species:S:1:pos:R:3:forces:R:3
W 0.03480 -0.31724 0.15636 -0.21 -1.25 0.42
O 2.92344 2.41034 0.22624 -0.20 -0.59 -0.12
C 2.63200 1.34561 -0.27248 0.25 0.88 0.15
N 1.97912 0.28855 0.42857 -0.23 -0.27 -0.60
C 2.98725 -0.58779 0.86817 -0.01 -0.03 0.12
C 4.29415 -0.21206 1.15210 0.13 0.00 0.03
C 5.20672 -1.17359 1.55969 -0.01 -0.10 0.02
C 4.81030 -2.49718 1.68873 0.06 0.07 0.00
C 3.50199 -2.87659 1.42039 0.01 -0.03 -0.01
C 2.58272 -1.91293 1.01301 -0.02 -0.03 0.05
N 1.21499 -2.06184 0.77709 -0.02 -0.11 -0.17
C 0.65377 -3.28908 0.85889 -0.28 -0.01 0.17
O 1.18727 -4.40253 0.84481 -0.03 0.31 -0.01
C -0.82270 -3.18518 1.07413 0.03 0.47 0.01
C -1.61794 -4.31417 1.17107 -0.10 0.31 0.08
C -2.96258 -4.13853 1.44912 -0.03 0.12 0.00
C -3.44004 -2.84803 1.65853 0.11 -0.09 -0.01
C -2.57920 -1.77127 1.53474 0.14 -0.32 -0.06
N -1.28608 -1.92422 1.21301 0.23 -0.32 -0.21
C 3.21066 1.03700 -1.65349 -0.07 -0.17 -0.07
C 4.05335 2.00024 -2.20592 -0.16 -0.24 -0.09
C 4.56552 1.77307 -3.46872 0.00 -0.12 -0.13
C 4.22950 0.59968 -4.13337 0.02 0.09 0.07
C 3.41742 -0.31556 -3.48000 0.07 0.19 0.13
N 2.92427 -0.11364 -2.26396 0.00 0.22 0.25
H 4.59344 0.82427 1.07151 0.00 -0.02 0.02
H 6.22388 -0.88230 1.78576 0.04 0.00 -0.01
H 5.52152 -3.24905 2.00462 0.03 -0.02 0.02
H 3.19740 -3.90476 1.52149 -0.01 0.00 0.00
H -1.15506 -5.27921 1.03125 0.01 -0.03 -0.01
H -3.62671 -4.99007 1.50910 -0.04 -0.01 0.03
H -4.47411 -2.65813 1.90767 -0.03 -0.04 0.01
H -2.92427 -0.76363 1.67952 0.03 -0.02 -0.06
H 4.26874 2.89635 -1.64751 -0.02 0.05 0.05
H 5.21671 2.50342 -3.93211 0.00 0.00 -0.04
H 4.58838 0.39021 -5.13152 0.03 0.01 -0.01
H 3.15394 -1.25280 -3.95649 -0.02 -0.07 -0.02
C 1.66916 -3.17560 -2.09044 -0.02 -0.03 0.08
C 0.24807 -2.76951 -2.21404 -0.23 0.09 -0.19
N -0.36102 -1.75595 -1.61124 -0.23 -0.09 0.21
C -1.67137 -1.77182 -2.02320 0.16 -0.26 -0.13
C -1.87022 -2.80176 -2.90429 0.23 0.08 0.17
N -0.64254 -3.41430 -3.01169 -0.09 0.32 0.23
C -3.03816 -3.33777 -3.64464 0.21 0.00 0.02
O -4.16818 -2.67930 -3.51161 0.02 0.05 0.10
O -2.90066 -4.33327 -4.32639 -0.14 0.17 0.05
C -2.60637 -0.80885 -1.40115 0.16 0.01 0.14
O -3.78075 -0.74471 -1.80196 0.03 -0.03 0.11
O -2.09091 -0.13477 -0.45212 -0.15 -0.01 -0.31
H 2.25597 -2.30568 -1.80539 0.07 0.03 -0.03
H 2.02877 -3.57662 -3.03799 0.03 0.01 -0.04
H 1.78450 -3.94214 -1.31859 0.01 0.04 -0.06
H -0.47410 -4.22359 -3.58685 -0.01 -0.01 -0.02
H -4.07180 -1.89291 -2.86856 0.02 -0.09 -0.10
C 0.56930 2.83167 2.04399 -0.03 0.01 0.00
Si -0.62944 1.36772 2.09093 -0.05 0.16 0.00
C -0.27126 0.62431 3.87199 -0.05 -0.10 -0.10
C 1.00119 -0.22845 3.76727 -0.03 -0.03 -0.08
C 0.00446 1.69733 4.93389 0.06 -0.02 -0.02
C -1.38839 -0.27991 4.39516 -0.03 0.00 0.01
C -2.36548 2.30907 2.07389 0.00 -0.15 -0.05
C -2.35763 3.26793 0.87332 0.02 -0.05 0.06
C -2.56580 3.13828 3.35015 0.05 0.05 -0.09
C -3.62865 1.45427 1.92673 0.03 -0.05 0.00
H 0.21718 3.64678 2.68012 0.00 0.05 0.03
H 0.68764 3.20768 1.03046 -0.02 0.05 -0.05
H 1.56164 2.53617 2.38044 0.05 -0.02 0.03
H 1.85046 0.34239 3.38460 0.01 0.03 -0.02
H 0.86272 -1.08914 3.10788 -0.01 0.05 0.03
H 1.27391 -0.60437 4.75999 0.03 -0.03 0.06
H 0.80913 2.36759 4.63402 0.06 0.02 -0.02
H 0.31728 1.20372 5.86240 0.01 -0.01 0.05
H -0.86314 2.30823 5.17041 -0.08 0.01 -0.02
H -1.58772 -1.11178 3.72146 0.02 -0.04 -0.01
H -2.32381 0.26093 4.54901 -0.05 0.05 -0.01
H -1.10001 -0.71254 5.36111 0.01 -0.01 0.06
H -1.54015 3.98634 0.91722 0.06 0.04 0.02
H -3.29898 3.82965 0.85618 -0.06 0.05 -0.01
H -2.26482 2.72470 -0.06670 0.00 -0.03 -0.01
H -1.72433 3.79308 3.57406 0.05 0.03 -0.01
H -2.74386 2.51073 4.22291 -0.01 -0.07 0.03
H -3.45073 3.77296 3.22260 -0.04 0.04 0.00
H -3.65244 0.92606 0.97453 0.01 0.01 -0.02
H -4.50762 2.10772 1.95576 -0.07 0.05 0.00
H -3.74591 0.73858 2.74470 0.00 -0.01 0.05
C -1.51681 4.02391 -3.01736 0.07 -0.07 -0.05
Si -0.70231 2.36957 -3.36393 -0.33 -0.48 -0.40
C -1.94909 1.17641 -4.11797 0.12 0.09 0.05
C 0.77091 2.59893 -4.50736 -0.13 0.08 0.00
Se 0.07093 1.65654 -1.42065 0.58 1.10 0.49
H -1.79533 4.53054 -3.94363 -0.03 0.03 -0.07
H -0.83392 4.66529 -2.45993 0.03 0.03 0.02
H -2.41398 3.88900 -2.41232 -0.02 -0.03 0.02
H -2.54784 1.62081 -4.91359 -0.02 0.07 -0.09
H -2.62991 0.82580 -3.34037 -0.04 0.08 -0.10
H -1.43074 0.30621 -4.52677 0.01 -0.05 0.00
H 0.47408 2.98469 -5.48468 -0.03 0.03 -0.08
H 1.28426 1.64760 -4.64788 0.02 -0.06 -0.01
H 1.48004 3.29826 -4.06387 0.05 0.03 0.03
```
Positions in Å, forces in eV/Å.

Summary:
Multiplicity: 1
Charge: -1
Gap between HOMO and LUMO (spin up / spin down), eV: 5.957 / 5.902
E_LUMO (spin up / spin down), Ha: 0.0796 / 0.0761
Energy, eV: -142256.606
HOMO energy (spin up / spin down), Ha: -0.139 / -0.141
Maximum force, hartree/bohr: 0.026

=====

Look up the charge of the second one. -1

=====

Which value of multiplicity does entry 2 give? 1